No. 1
ORCA calculation (wB97M-V/def2-TZVPD) on a molecular structure, C6H9N3O.

Calculated values
Total charge: 0
Multiplicity: 1
Highest occupied orbital energy: -8.8 eV
Relative energy (zero: lowest compared OMol25 entry of this formula, charge and spin): 73.5 kcal/mol
LUMO level: 0.033 Ha

Last column: natural (NBO) charge in e.
Positions of all 19 atoms, in Å:
O1 -0.524 3.076 1.181  -0.2845
N1 -0.216 0.888 0.090  -0.4480
N2 -0.920 3.495 2.409  -0.1681
N3 -1.141 1.309 2.291  -0.5455
C1 1.002 -0.422 -1.149  -0.4123
C2 0.753 1.092 -0.979  -0.1947
C3 -1.221 2.359 3.031  0.1477
C4 -0.634 1.741 1.186  0.6727
C5 0.317 -0.479 0.280  0.0029
C6 -0.604 -1.623 0.421  -0.6343
H1 -1.612 2.422 4.000  0.2001
H2 1.082 -0.294 1.048  0.1841
H3 2.107 -0.608 -1.110  0.2159
H4 -1.532 -1.221 0.153  0.2319
H5 0.327 1.770 -1.817  0.2036
H6 -0.291 -2.468 -0.168  0.2154
H7 1.657 1.543 -0.567  0.1810
H8 -0.557 -1.914 1.505  0.2235
H9 0.458 -0.935 -1.843  0.2084

=====

No. 2
ORCA calculation (wB97M-V/def2-TZVPD) on 2 unconnected molecules or ions with the total composition C33H30F5N3O3.

Calculated values
Total charge: 0
Multiplicity: 1
Highest occupied orbital energy: -7.5 eV
LUMO level: -0.029 Ha

Last column: Mulliken charge in e.
Positions of all 74 atoms, in Å:
F1 9.435 -0.470 3.708  -0.2922
F2 6.365 -0.605 7.324  -0.2914
F3 8.942 -0.635 6.405  -0.2846
F4 7.358 -0.337 1.953  -0.3459
F5 4.277 -0.345 5.569  -0.3613
O1 5.726 -3.203 3.146  -0.7306
O2 -2.008 2.323 1.810  -0.6716
O3 -2.308 2.441 -0.420  -0.2808
N1 0.386 1.085 -2.028  -0.8494
N2 2.852 -1.737 1.665  0.4289
N3 4.174 -3.565 1.469  0.3608
C1 -0.149 1.798 0.387  1.4741
C2 7.919 -0.474 5.541  0.6489
C3 0.914 2.393 1.183  0.3117
C4 2.202 2.604 0.633  -0.1258
C5 -3.620 2.981 -0.066  -0.1683
C6 -1.701 -0.667 0.130  0.6148
C7 1.799 -3.905 0.942  -1.5299
C8 4.705 -4.850 1.051  -0.9967
C9 3.016 3.388 2.782  -0.5676
C10 4.735 -2.863 2.502  0.3049
C11 1.751 3.169 3.340  -0.7758
C12 -4.141 -0.671 -0.011  -0.6635
C13 0.706 2.678 2.556  -0.4068
C14 3.229 3.114 1.428  -0.6704
C15 3.871 -1.608 2.719  0.0829
C16 4.637 -0.287 2.727  -0.4160
C17 1.815 -0.876 1.557  -0.1707
C18 7.095 -0.305 3.285  0.2889
C19 -2.970 -0.407 0.689  -0.2554
C20 3.311 -2.590 -0.620  -1.4017
C21 -1.640 -1.170 -1.187  -0.3505
C22 -4.061 -1.177 -1.329  -0.4569
C23 0.740 -0.993 0.686  0.2710
C24 5.764 -0.290 3.716  -0.3727
C25 -4.400 3.124 -1.336  -1.2622
C26 6.606 -0.450 6.004  0.1758
C27 3.002 -2.952 0.843  0.0726
C28 -0.494 -0.342 0.903  -1.2562
C29 -2.809 -1.405 -1.914  -0.8380
C30 8.168 -0.397 4.172  0.2754
C31 -1.546 2.237 0.675  0.2274
C32 0.107 1.472 -0.952  -0.2767
C33 5.553 -0.337 5.097  0.2569
H1 5.619 -5.042 1.626  0.3705
H2 -4.476 2.177 -1.879  0.2638
H3 -0.673 -1.324 -1.671  0.3210
H4 4.938 -4.853 -0.023  0.3105
H5 -0.696 0.039 1.925  0.6317
H6 4.215 3.284 0.985  0.4151
H7 1.847 -0.035 2.264  0.6904
H8 3.819 3.793 3.403  0.4502
H9 -3.467 3.958 0.407  0.3737
H10 -5.115 -0.463 0.458  0.3896
H11 -2.737 -1.759 -2.952  0.3761
H12 -5.415 3.451 -1.096  0.4166
H13 -4.988 -1.370 -1.882  0.3806
H14 0.856 -1.600 -0.218  0.1766
H15 4.278 -2.069 -0.669  0.3285
H16 2.391 2.357 -0.419  0.3579
H17 1.555 3.365 4.392  0.3923
H18 -3.026 -0.003 1.711  0.3539
H19 2.533 -1.950 -1.041  0.3034
H20 5.064 -0.081 1.735  0.5624
H21 -3.945 3.883 -1.976  0.3274
H22 3.406 -1.714 3.718  0.3214
H23 3.375 -3.512 -1.209  0.4554
H24 1.765 -4.335 1.950  0.4171
H25 1.911 -4.699 0.196  0.4724
H26 0.863 -3.378 0.751  0.2771
H27 3.971 -5.650 1.234  0.2934
H28 3.926 0.510 2.980  0.1192
H29 -0.281 2.491 2.986  0.4558
H30 -4.109 2.305 0.647  0.2711

=====

no.,HOMO-LUMO gap (eV)
1,9.7106
2,6.7001